Entry from OMol25: a structure of composition C64H108BaN5O28 at a distorted geometry (ωB97M-V/def2-TZVPD).

Its net charge is +1. As for the total energy: -4908.3286 Eh. Its spin multiplicity is 1. Its HOMO-LUMO gap is 7.9387 eV. For the molecular weight, the calculation gives 1532.90 g mol⁻¹. The highest occupied orbital energy is -10.738 eV.

Each line ends with the Mulliken charge.
CARTESIAN COORDINATES (ANGSTROEM)
Ba1 10.24 -2.63 -3.98  0.85
C1 13.77 0.56 -3.22  -0.25
C2 12.74 -0.53 -3.31  0.33
O1 12.66 -1.08 -4.39  -0.53
O2 11.93 -0.80 -2.41  -0.44
H1 13.68 1.23 -2.36  -0.06
H2 13.78 1.27 -4.04  -0.31
H3 14.77 0.15 -3.33  0.34
C3 15.83 -2.64 -12.55  -0.33
C4 16.38 -3.84 -12.09  -0.63
C5 16.34 -4.14 -10.75  -0.24
C6 15.80 -3.28 -9.85  -0.06
C7 15.22 -2.11 -10.28  -0.01
C8 15.17 -1.77 -11.65  -0.80
N1 16.01 -3.56 -8.40  1.18
O3 16.44 -4.63 -8.05  -0.66
O4 15.64 -2.70 -7.68  -0.40
H4 15.85 -2.30 -13.57  0.37
H5 17.03 -4.42 -12.73  0.36
H6 16.82 -5.04 -10.40  0.45
H7 14.73 -1.44 -9.59  0.43
H8 14.58 -0.99 -12.11  0.40
C9 19.23 -1.89 -1.76  -0.98
C10 19.31 -3.14 -1.13  -0.76
C11 18.18 -3.65 -0.41  -0.81
C12 16.99 -2.89 -0.47  -0.46
C13 16.92 -1.72 -1.16  0.11
C14 18.02 -1.15 -1.75  -0.04
N2 15.77 -3.33 0.24  1.02
O5 15.58 -4.51 0.49  -0.64
O6 14.95 -2.50 0.60  -0.36
H9 20.06 -1.47 -2.31  0.54
H10 20.26 -3.63 -0.98  0.56
H11 18.25 -4.63 0.03  0.50
H12 16.04 -1.09 -1.15  0.65
H13 17.90 -0.21 -2.27  0.74
C15 9.65 3.52 -7.91  -0.43
C16 10.90 2.91 -7.71  -0.81
C17 11.37 2.82 -6.46  0.28
C18 10.71 3.34 -5.38  -0.32
C19 9.36 3.84 -5.58  -0.30
C20 8.85 3.93 -6.89  -0.67
N3 11.35 3.51 -4.05  1.04
O7 12.63 3.58 -4.00  -0.40
O8 10.69 3.53 -3.05  -0.58
H14 9.25 3.80 -8.87  0.39
H15 11.39 2.59 -8.61  0.51
H16 12.35 2.39 -6.34  0.39
H17 8.82 4.30 -4.77  0.45
H18 7.81 4.24 -6.96  0.44
C21 18.70 -1.24 -6.71  -0.63
C22 18.25 -0.04 -7.19  -0.29
C23 19.21 0.92 -7.71  0.25
C24 20.51 0.60 -7.80  -0.65
C25 20.87 -0.69 -7.41  -0.23
C26 20.05 -1.62 -6.83  -0.95
N4 21.59 1.54 -8.36  1.03
O9 22.70 1.14 -8.46  -0.61
O10 21.26 2.54 -8.96  -0.57
H19 17.99 -2.00 -6.41  0.65
H20 17.20 0.21 -7.13  0.43
H21 18.81 1.86 -8.06  0.51
H22 21.91 -0.99 -7.48  0.40
H23 20.42 -2.56 -6.46  0.60
C27 13.29 -0.26 2.49  -0.42
C28 12.58 0.13 1.37  -0.16
C29 11.27 -0.33 1.22  -0.13
C30 10.71 -1.27 2.19  -0.14
C31 11.52 -1.66 3.27  -0.49
C32 12.80 -1.15 3.41  -0.94
N5 9.37 -1.86 2.03  1.05
O11 8.70 -1.60 1.10  -0.54
O12 8.86 -2.33 3.07  -0.63
H24 14.26 0.19 2.64  0.46
H25 13.05 0.83 0.70  0.44
H26 10.71 0.04 0.38  0.43
H27 11.19 -2.40 3.98  0.46
H28 13.42 -1.28 4.29  0.49
C33 21.07 -6.47 -3.62  -0.84
O13 19.85 -5.92 -3.96  -0.20
C34 19.05 -6.76 -4.79  -0.65
C35 17.62 -7.20 -4.31  -0.61
O14 16.56 -6.35 -4.55  -0.34
C36 16.70 -5.18 -3.88  -0.38
H29 21.45 -6.09 -2.67  0.20
H30 21.84 -6.29 -4.37  0.33
H31 21.00 -7.56 -3.61  0.37
H32 19.46 -7.71 -5.12  0.49
H33 18.95 -6.27 -5.76  0.29
H34 17.62 -7.37 -3.23  0.35
H35 17.38 -8.14 -4.80  0.40
H36 17.72 -5.10 -3.51  0.38
H37 16.06 -5.33 -3.01  0.05
H38 16.41 -4.26 -4.38  0.19
C37 13.48 -4.11 -3.37  -0.49
O15 12.31 -4.43 -4.13  0.03
C38 12.48 -5.25 -5.24  -1.13
C39 12.40 -4.41 -6.54  0.10
O16 11.53 -3.38 -6.48  -0.05
C40 11.86 -2.25 -7.29  -0.14
H39 14.23 -3.57 -3.95  0.23
H40 13.93 -4.96 -2.85  0.52
H41 13.23 -3.39 -2.59  -0.11
H42 11.51 -5.76 -5.25  0.20
H43 13.21 -6.06 -5.21  0.38
H44 12.22 -5.11 -7.36  0.40
H45 13.42 -4.04 -6.62  -0.10
H46 11.55 -2.46 -8.31  0.45
H47 12.88 -1.88 -7.15  0.16
H48 11.21 -1.47 -6.89  -0.29
C41 7.93 -1.34 -6.85  -0.91
O17 9.02 -0.89 -6.06  0.11
C42 8.72 0.42 -5.48  -0.67
C43 9.30 0.54 -4.01  -0.30
O18 8.95 -0.50 -3.17  0.55
C44 8.62 -0.19 -1.81  -0.69
H49 8.31 -2.06 -7.58  0.26
H50 7.50 -0.57 -7.49  0.33
H51 7.15 -1.81 -6.26  0.20
H52 7.65 0.62 -5.40  0.62
H53 9.14 1.23 -6.07  -0.04
H54 8.67 1.35 -3.65  0.55
H55 10.39 0.56 -4.00  0.02
H56 8.65 -1.16 -1.31  -0.07
H57 7.63 0.21 -1.61  0.28
H58 9.42 0.43 -1.41  0.34
C45 19.33 2.17 -1.82  -0.48
O19 19.82 3.36 -1.43  -0.10
C46 21.17 3.22 -0.94  -0.43
C47 21.67 4.58 -0.49  -0.77
O20 21.17 5.12 0.71  -0.43
C48 20.01 5.95 0.61  -0.58
H59 18.91 1.57 -1.01  -0.14
H60 20.04 1.67 -2.48  0.52
H61 18.53 2.37 -2.53  0.16
H62 21.79 2.78 -1.73  0.41
H63 21.17 2.50 -0.12  0.35
H64 21.38 5.25 -1.30  0.33
H65 22.76 4.53 -0.53  0.43
H66 19.09 5.40 0.42  0.15
H67 20.24 6.89 0.11  0.35
H68 19.84 6.19 1.66  0.29
C49 15.87 2.64 -6.76  -0.71
O21 15.55 3.88 -6.04  -0.52
C50 16.12 4.01 -4.75  0.46
C51 17.63 4.24 -4.85  -1.07
O22 18.32 3.08 -5.18  0.05
C52 19.70 3.40 -5.58  -0.88
H69 16.67 2.82 -7.48  0.39
H70 14.95 2.57 -7.35  0.27
H71 16.05 1.76 -6.15  0.27
H72 15.82 3.10 -4.23  -0.27
H73 15.66 4.90 -4.31  0.33
H74 18.08 4.59 -3.93  0.46
H75 17.66 5.08 -5.55  0.42
H76 19.87 4.19 -6.31  0.37
H77 20.33 2.65 -6.05  0.26
H78 20.18 3.72 -4.66  0.29
C53 6.39 -2.80 -3.24  -0.70
O23 7.63 -3.35 -2.78  0.16
C54 7.42 -3.98 -1.51  -0.72
C55 8.64 -4.60 -0.88  -0.75
O24 9.73 -3.73 -1.22  0.33
C56 10.86 -3.92 -0.40  -1.13
H79 5.94 -2.03 -2.61  0.30
H80 5.62 -3.56 -3.27  0.38
H81 6.49 -2.37 -4.23  -0.07
H82 6.74 -4.82 -1.63  0.49
H83 6.97 -3.40 -0.71  0.40
H84 8.83 -5.57 -1.33  0.34
H85 8.52 -4.74 0.19  0.32
H86 10.75 -3.91 0.69  0.37
H87 11.52 -3.05 -0.37  0.23
H88 11.56 -4.72 -0.68  0.37
C57 14.90 3.35 3.03  -0.41
O25 15.97 3.10 3.92  -0.44
C58 17.20 3.37 3.17  -0.77
C59 17.53 2.39 2.05  -0.01
O26 17.45 1.16 2.48  -0.40
C60 17.56 0.15 1.44  -0.69
H89 14.79 2.61 2.24  -0.05
H90 14.59 4.32 2.65  0.23
H91 13.97 3.15 3.57  0.37
H92 18.02 3.35 3.88  0.41
H93 17.25 4.41 2.85  0.33
H94 18.55 2.64 1.76  0.23
H95 17.01 2.49 1.09  0.23
H96 16.83 0.16 0.63  0.08
H97 17.42 -0.87 1.80  0.33
H98 18.52 0.22 0.93  0.44
C61 15.36 6.45 -0.10  -1.03
O27 14.94 5.17 0.14  0.16
C62 14.22 4.58 -1.02  -0.68
C63 13.22 3.53 -0.49  0.66
O28 12.57 3.75 0.78  -0.19
C64 11.80 4.85 1.06  -0.86
H99 16.07 6.41 -0.92  0.30
H100 15.98 6.81 0.72  0.27
H101 14.61 7.14 -0.49  0.32
H102 15.06 4.10 -1.52  0.18
H103 13.69 5.28 -1.66  0.41
H104 13.87 2.67 -0.35  -0.64
H105 12.46 3.31 -1.24  0.35
H106 11.05 4.91 0.27  0.30
H107 12.32 5.76 1.35  0.20
H108 11.01 4.54 1.75  0.26